Record 1
ORCA calculation (ωB97M-V/def2-TZVPD) on C43H35N5OS4Tl as an isolated structure.

Last column: Löwdin charge in e.
Geometry (Å):
Tl  0.589  -1.154  -1.744  0.863
S  -2.789  -1.548  -2.106  0.763
C  -3.466  -0.868  -0.732  -0.686
N  -4.093  -1.453  0.254  -0.047
C  -4.605  -0.609  1.344  -0.074
C  -5.085  0.713  0.790  -0.059
N  -4.003  1.354  0.024  -0.044
C  -3.841  2.823  0.070  -0.078
C  -2.990  3.239  1.244  -0.216
C  -3.584  3.507  2.475  -0.045
C  -2.804  3.853  3.568  -0.067
C  -1.424  3.928  3.437  -0.066
C  -0.828  3.679  2.209  -0.061
C  -1.609  3.344  1.112  -0.042
C  -3.231  0.590  -0.695  -0.677
S  -1.968  1.034  -1.714  0.764
C  -4.050  -2.916  0.450  -0.072
C  -2.828  -3.251  1.268  -0.212
C  -1.655  -3.665  0.643  -0.053
C  -0.509  -3.890  1.393  -0.064
C  -0.530  -3.703  2.769  -0.060
C  -1.702  -3.309  3.399  -0.066
C  -2.848  -3.085  2.650  -0.034
H  -3.813  -0.462  2.080  0.128
H  -5.426  -1.134  1.828  0.147
H  -5.370  1.373  1.605  0.133
H  -5.947  0.579  0.131  0.154
H  -4.839  3.255  0.136  0.143
H  -3.393  3.122  -0.877  0.111
H  -4.664  3.486  2.578  0.115
H  -3.273  4.076  4.517  0.117
H  -0.815  4.201  4.289  0.117
H  0.245  3.764  2.097  0.114
H  -1.142  3.180  0.148  0.094
H  -4.028  -3.391  -0.529  0.115
H  -4.972  -3.204  0.953  0.141
H  -1.642  -3.830  -0.428  0.096
H  0.396  -4.228  0.906  0.113
H  0.362  -3.887  3.354  0.117
H  -1.730  -3.183  4.473  0.097
H  -3.764  -2.797  3.154  0.119
S  -0.256  -0.966  5.782  1.072
C  -1.814  -0.530  6.325  -0.391
C  -2.482  0.216  5.402  -0.171
C  -1.711  0.428  4.228  -0.142
C  -0.481  -0.160  4.279  -0.502
C  0.553  -0.154  3.243  -0.200
C  0.193  -0.202  1.882  -0.085
N  1.051  -0.168  0.888  0.059
C  2.370  -0.086  1.173  -0.155
C  2.841  -0.062  2.497  -0.124
C  4.248  0.025  2.762  -0.004
C  5.133  0.099  1.751  0.001
C  4.691  0.083  0.385  -0.122
C  5.597  0.162  -0.683  0.043
C  5.152  0.145  -1.985  -0.177
C  3.757  0.042  -2.172  -0.063
N  2.884  -0.039  -1.190  0.022
C  3.325  -0.016  0.090  -0.158
C  6.045  0.220  -3.142  -0.485
C  5.715  0.145  -4.469  -0.115
C  6.837  0.243  -5.329  -0.167
C  8.001  0.390  -4.639  -0.392
S  7.746  0.411  -2.956  1.080
C  1.897  -0.105  3.531  0.049
H  -2.150  -0.828  7.306  0.077
H  -3.469  0.623  5.570  0.106
H  -2.015  1.063  3.407  0.089
H  -0.857  -0.307  1.617  0.115
H  4.580  0.040  3.792  0.125
H  6.195  0.169  1.948  0.127
H  6.656  0.233  -0.464  0.112
H  3.336  0.033  -3.169  0.086
H  4.703  0.024  -4.829  0.104
H  6.784  0.206  -6.406  0.109
H  8.999  0.490  -5.033  0.076
H  2.238  -0.059  4.559  0.126
O  1.302  -0.074  -3.992  -0.330
N  0.946  -0.099  -5.255  -0.209
C  0.846  -1.272  -5.910  -0.001
C  0.496  -1.309  -7.242  -0.023
C  0.246  -0.128  -7.922  -0.037
C  0.355  1.068  -7.230  -0.022
C  0.706  1.060  -5.897  0.005
H  1.074  -2.146  -5.319  0.139
H  0.431  -2.268  -7.735  0.123
H  -0.021  -0.138  -8.969  0.122
H  0.176  2.018  -7.713  0.123
H  0.821  1.946  -5.292  0.144

Forces on the atoms, in the same order (eV/Å):
Tl 0.346 0.011 0.151
S -0.002 -0.002 -0.004
C -0.119 -0.326 -0.014
N -0.069 0.180 -0.094
C 0.022 0.064 0.037
C 0.033 -0.027 0.010
N 0.074 -0.112 -0.003
C 0.038 0.074 0.040
C -0.063 -0.027 0.037
C -0.025 0.011 0.004
C 0.020 0.002 0.014
C 0.001 0.024 0.002
C 0.004 -0.002 -0.011
C 0.033 -0.084 0.018
C -0.161 0.416 -0.037
S -0.064 0.010 -0.087
C 0.062 -0.101 0.048
C 0.010 -0.029 0.030
C 0.011 0.012 -0.006
C 0.002 0.018 0.023
C -0.017 -0.006 -0.003
C -0.025 0.020 -0.012
C 0.022 -0.016 0.004
H 0.070 0.020 0.114
H -0.029 -0.007 -0.058
H 0.054 0.011 0.015
H -0.010 0.030 0.015
H -0.025 -0.053 -0.026
H -0.014 0.033 0.006
H 0.001 -0.004 -0.017
H 0.001 -0.001 0.005
H 0.001 -0.002 0.001
H 0.004 0.003 0.006
H 0.005 -0.013 0.006
H -0.010 0.013 0.005
H -0.007 0.021 -0.011
H -0.010 -0.013 0.004
H 0.004 -0.005 0.000
H 0.010 0.002 0.003
H 0.005 -0.005 -0.012
H 0.001 -0.024 -0.001
S 0.031 -0.047 -0.013
C -0.017 0.013 0.020
C 0.026 -0.003 0.010
C -0.117 0.097 -0.089
C 0.012 -0.078 0.085
C 0.030 0.024 0.004
C -0.064 -0.098 -0.056
N -0.001 -0.023 -0.103
C -0.001 0.010 0.012
C 0.020 -0.022 -0.041
C -0.011 0.004 0.023
C 0.018 -0.012 -0.023
C -0.053 0.024 0.023
C 0.064 -0.005 -0.013
C -0.025 0.027 -0.001
C -0.009 0.043 -0.013
N -0.010 -0.128 -0.025
C 0.027 -0.001 -0.031
C 0.057 -0.004 -0.008
C -0.059 0.009 -0.019
C 0.009 -0.001 0.015
C 0.013 0.006 -0.024
S -0.017 0.005 0.041
C 0.014 0.099 0.046
H 0.008 -0.003 0.004
H 0.007 -0.011 -0.012
H -0.068 -0.004 -0.083
H 0.007 0.020 0.019
H 0.002 -0.005 0.001
H 0.001 0.005 -0.002
H -0.006 -0.007 0.022
H 0.000 -0.032 0.014
H 0.007 -0.006 -0.009
H -0.006 0.000 -0.002
H 0.001 -0.003 -0.003
H -0.004 -0.017 -0.001
O -0.058 0.015 0.067
N -0.031 -0.008 -0.024
C 0.014 -0.044 -0.029
C -0.007 0.010 -0.017
C 0.011 0.009 0.020
C -0.006 -0.015 -0.006
C -0.015 0.047 -0.020
H 0.008 0.016 0.021
H 0.002 -0.001 0.001
H -0.006 -0.003 0.001
H 0.002 -0.001 -0.003
H 0.013 -0.017 0.025

Computed properties:
Expectation value of S² ... 0.757
HOMO level (spin up / spin down) ... -0.440 / -0.440 Eh
2S+1 ... 2
LUMO level (spin up / spin down) ... -6.6 / -7.6 eV
Kohn-Sham gap (spin up / spin down) ... 0.1962 / 0.1612 hartree
Net charge ... +2
Energy relative to the best compared isomer or geometry (same formula, charge and spin) ... 0.000 eV



Record 2
ORCA calculation (ωB97M-V/def2-TZVPD) on C43H36BrCl2N5O2P2PbSe2 as an isolated structure.

Last column: Löwdin charge in e.
Geometry (Å):
Pb  1.165  -1.130  1.084  1.020
O  5.243  -0.085  -3.006  0.045
C  4.386  -1.027  -3.529  -0.281
C  4.559  -1.543  -4.806  -0.030
C  3.688  -2.516  -5.270  -0.089
C  2.654  -2.972  -4.463  -0.082
C  2.491  -2.436  -3.195  -0.013
C  3.348  -1.458  -2.712  -0.112
C  3.124  -0.852  -1.338  -0.450
O  1.834  -0.968  -0.938  -0.437
N  4.056  -1.555  -0.415  0.022
N  3.869  -1.343  0.895  -0.070
C  4.805  -1.598  1.721  -0.193
C  4.701  -1.471  3.177  -0.625
Br  3.076  -0.840  3.895  0.776
C  5.742  -1.750  3.960  -0.105
C  5.855  -1.680  5.428  -0.254
C  6.912  -0.971  5.993  -0.040
C  7.050  -0.893  7.370  -0.082
C  6.141  -1.539  8.195  -0.088
C  5.097  -2.265  7.639  -0.076
C  4.954  -2.336  6.262  -0.068
H  5.883  0.169  -3.679  0.105
H  5.373  -1.187  -5.426  0.111
H  3.822  -2.919  -6.266  0.102
H  1.973  -3.731  -4.823  0.100
H  1.672  -2.745  -2.560  0.106
H  3.435  0.207  -1.380  0.135
H  5.016  -1.648  -0.729  0.139
H  5.777  -1.951  1.365  0.129
H  6.642  -2.054  3.430  0.122
H  7.625  -0.471  5.350  0.114
H  7.869  -0.331  7.797  0.102
H  6.248  -1.480  9.270  0.102
H  4.394  -2.779  8.279  0.104
H  4.146  -2.910  5.831  0.102
Se  -4.694  3.072  1.649  0.332
P  -4.763  1.315  0.493  0.544
C  -5.157  1.679  -1.248  -0.330
C  -4.318  2.553  -1.934  -0.112
C  -4.560  2.883  -3.255  -0.075
C  -5.665  2.354  -3.910  -0.082
C  -6.525  1.508  -3.227  -0.076
C  -6.274  1.171  -1.902  -0.072
C  -6.026  0.120  1.013  -0.358
C  -6.223  -1.087  0.338  -0.120
C  -7.215  -1.958  0.744  -0.075
C  -8.017  -1.639  1.836  -0.083
C  -7.823  -0.448  2.511  -0.079
C  -6.830  0.432  2.100  -0.103
C  -3.225  0.351  0.486  -0.390
C  -1.863  0.609  0.305  -0.429
N  -1.247  -0.588  0.425  -0.198
N  -2.141  -1.512  0.695  -0.054
N  -3.335  -0.973  0.740  -0.002
P  -0.641  1.846  -0.144  0.668
Se  1.060  1.758  1.203  0.329
C  -1.203  3.552  -0.161  -0.376
C  -1.527  4.193  1.032  -0.156
C  -1.874  5.532  1.021  -0.083
C  -1.892  6.239  -0.172  -0.067
C  -1.556  5.611  -1.362  -0.071
C  -1.204  4.271  -1.358  -0.090
C  -0.178  1.434  -1.835  -0.364
C  1.127  1.599  -2.278  -0.106
C  1.461  1.264  -3.582  -0.067
C  0.495  0.760  -4.439  -0.065
C  -0.811  0.591  -3.998  -0.061
C  -1.148  0.921  -2.695  -0.070
H  -3.486  3.010  -1.416  0.073
H  -3.893  3.562  -3.770  0.105
H  -5.863  2.611  -4.942  0.102
H  -7.399  1.108  -3.721  0.104
H  -6.965  0.520  -1.384  0.096
H  -5.590  -1.352  -0.497  0.104
H  -7.357  -2.892  0.218  0.104
H  -8.790  -2.326  2.157  0.101
H  -8.443  -0.196  3.362  0.103
H  -6.670  1.369  2.619  0.045
H  -1.514  3.645  1.965  0.091
H  -2.144  6.021  1.947  0.111
H  -2.168  7.285  -0.174  0.106
H  -1.561  6.162  -2.293  0.105
H  -0.936  3.783  -2.285  0.104
H  1.885  1.963  -1.596  0.080
H  2.484  1.372  -3.918  0.109
H  0.762  0.481  -5.450  0.107
H  -1.566  0.188  -4.660  0.107
H  -2.161  0.761  -2.345  0.099
Cl  1.383  -4.557  0.197  0.507
C  2.030  -6.012  0.951  -1.013
Cl  3.696  -5.798  1.512  0.499
H  2.018  -6.813  0.220  0.026
H  1.413  -6.252  1.810  0.027

Forces on the atoms, in the same order (eV/Å):
Pb -0.466 -0.025 0.190
O -0.029 0.011 -0.030
C 0.155 0.023 0.108
C -0.045 -0.003 0.029
C -0.017 -0.016 -0.009
C 0.026 0.026 -0.012
C -0.012 0.081 -0.008
C -0.112 -0.072 -0.085
C 0.268 0.139 0.022
O -0.109 -0.310 -0.160
N -0.168 -0.267 -0.014
N 0.041 0.203 0.117
C 0.074 -0.022 0.122
C 0.078 -0.049 -0.287
Br -0.071 0.116 0.069
C 0.165 -0.078 -0.004
C -0.064 0.016 -0.120
C 0.057 -0.010 0.054
C -0.034 -0.023 -0.011
C 0.004 0.010 0.006
C 0.028 0.015 -0.021
C -0.038 0.004 0.072
H 0.010 -0.007 -0.007
H 0.013 -0.002 -0.019
H 0.002 -0.009 -0.019
H -0.005 -0.011 -0.015
H -0.018 -0.005 0.015
H -0.048 0.008 0.057
H -0.021 0.094 -0.014
H -0.009 0.002 0.009
H 0.020 0.031 0.022
H 0.001 0.009 -0.023
H 0.016 0.015 0.011
H 0.004 -0.004 0.020
H -0.023 -0.016 0.015
H -0.016 -0.003 -0.017
Se 0.021 -0.027 -0.009
P 0.045 -0.015 0.032
C 0.004 -0.030 -0.104
C 0.098 0.066 0.082
C -0.053 -0.014 -0.074
C 0.021 -0.008 0.061
C 0.026 0.019 -0.009
C -0.056 -0.055 0.031
C -0.063 -0.030 0.086
C 0.059 -0.006 -0.028
C -0.040 0.021 0.065
C 0.026 -0.030 -0.053
C -0.005 0.039 0.027
C 0.006 0.021 -0.017
C -0.122 0.109 0.018
C 0.045 0.135 -0.159
N 0.379 0.041 0.095
N -0.063 -0.075 0.048
N 0.023 -0.058 -0.108
P 0.125 -0.035 0.139
Se -0.068 -0.001 0.030
C -0.023 0.142 -0.108
C 0.004 -0.033 0.027
C -0.002 -0.001 0.005
C -0.002 0.012 -0.027
C 0.010 -0.040 0.044
C -0.065 -0.033 0.049
C -0.124 -0.143 -0.102
C 0.030 0.100 -0.052
C -0.011 0.032 0.039
C -0.054 -0.024 -0.024
C 0.051 0.007 0.010
C 0.030 0.001 0.025
H 0.046 -0.006 0.029
H 0.016 0.009 -0.004
H -0.004 0.010 -0.027
H -0.023 -0.009 -0.012
H 0.025 0.029 -0.025
H 0.020 -0.003 -0.004
H -0.005 -0.016 -0.006
H -0.011 -0.007 0.003
H 0.000 0.000 0.005
H -0.007 -0.002 0.009
H 0.003 -0.025 -0.002
H 0.000 0.007 0.024
H -0.005 0.016 0.007
H -0.001 0.012 -0.011
H 0.007 -0.018 -0.031
H -0.022 0.015 0.010
H 0.018 0.015 -0.004
H 0.017 -0.002 -0.011
H -0.004 -0.007 -0.014
H -0.009 0.001 0.008
Cl -0.011 0.047 -0.138
C 0.013 -0.102 0.112
Cl -0.016 0.022 -0.005
H 0.007 0.054 0.021
H 0.035 0.004 -0.037

Computed properties:
HOMO level ... -0.281 Eh
LUMO level ... 0.2 eV
Kohn-Sham gap ... 0.2875 hartree